Computed, not measured: a 11-piece molecular cluster, C4H26O11 overall, with ωB97M-V with the def2-TZVPD basis set.

Output
- max |F| (Eh/bohr) = 0.2302
- relative energy (zero: lowest compared OMol25 entry of this formula, charge and spin) (kJ/mol) = 452.1
- multiplicity = 1
- DFT total energy (Eh) = -995.449789
- HOMO-LUMO gap (eV) = 8.5
- structure (SMILES) = C=C/C=C/O.O.O.O.O.O.O.O.O.O.O

Each line ends with the Mulliken charge.
Positions of all 41 atoms, in Å:
C1 0.12 -2.87 1.85  -1.301
C2 -0.80 -1.90 1.54  -0.121
C3 -1.85 -2.14 0.43  -0.583
C4 -2.90 -1.31 0.36  -0.078
O1 -3.81 -1.09 -0.55  -0.528
H1 0.75 -2.74 2.74  0.209
H2 0.12 -3.89 1.48  0.508
H3 -0.71 -0.95 2.06  0.443
H4 -1.66 -2.99 -0.25  0.834
H5 -2.97 -0.76 1.37  0.259
H6 -3.55 -1.48 -1.45  0.371
H7 -1.03 -2.73 -1.82  0.349
H8 -0.90 -1.87 -2.89  0.265
O2 -1.55 -1.96 -2.35  -0.619
H9 1.70 -0.01 1.67  0.228
H10 3.02 0.03 0.88  0.277
O3 2.21 -0.46 1.00  -0.505
H11 0.59 1.96 -1.81  0.204
H12 0.68 3.34 -2.36  0.286
O4 0.10 2.89 -1.87  -0.580
H13 2.18 2.55 -0.46  0.314
H14 1.53 2.31 0.93  0.353
O5 2.37 2.37 0.53  -0.560
H15 -1.77 1.21 -0.99  0.276
H16 -2.94 2.27 -1.08  0.289
O6 -2.46 1.68 -0.47  -0.585
H17 -0.03 -0.53 -0.85  0.255
H18 0.27 0.16 0.35  0.003
O7 0.23 0.40 -0.62  -0.084
H19 -0.19 3.35 0.30  0.380
H20 -0.40 3.70 1.77  0.296
O8 0.31 3.56 1.22  -0.677
H21 2.27 1.57 3.26  0.314
H22 0.81 1.91 2.99  0.266
O9 1.42 1.18 2.76  -0.647
H23 2.94 1.01 -2.59  0.250
H24 2.73 0.45 -1.13  0.344
O10 3.29 0.70 -1.91  -0.608
H25 1.82 -2.81 -0.55  0.347
H26 0.54 -3.44 -0.25  0.226
O11 1.23 -3.30 -1.05  -0.669


Computed, not measured: a 11-piece molecular cluster, C5H33N3O10 overall, with ωB97M-V with the def2-TZVPD basis set.

Output
- max |F| (Eh/bohr) = 0.0655
- ⟨S²⟩ = 0.78
- total charge = +1
- multiplicity = 2
- DFT total energy (Eh) = -1126.621315
- HOMO-LUMO gap (spin up / spin down) (eV) = 8.6 / 3.9

Each line ends with the Mulliken charge.
Positions of all 51 atoms, in Å:
C1 2.40 -1.61 1.72  -0.407
C2 0.88 -1.65 1.45  -0.312
C3 0.50 -1.62 -0.03  -0.587
C4 0.75 -0.27 -0.66  -0.577
N1 -0.31 0.67 -0.46  1.074
C5 -0.03 1.97 -0.85  -0.448
N2 -0.96 2.78 -1.13  -0.353
N3 3.24 -2.38 0.79  -0.675
H1 2.62 -2.04 2.70  0.415
H2 2.64 -0.54 1.74  -0.127
H3 0.32 -2.38 2.05  0.397
H4 0.42 -0.72 1.84  0.084
H5 0.86 -2.48 -0.59  0.368
H6 -0.57 -1.91 -0.02  0.346
H7 1.74 0.10 -0.36  0.314
H8 0.81 -0.45 -1.77  0.203
H9 -1.24 0.36 -0.78  -0.096
H10 1.02 2.26 -0.76  0.504
H11 -0.86 3.78 -1.09  0.295
H12 3.15 -1.98 -0.15  0.307
H13 2.72 -3.24 0.62  0.300
H14 -3.37 1.89 -3.25  0.365
H15 -3.46 1.76 -1.76  0.308
O1 -4.00 1.65 -2.56  -0.714
H16 -0.69 -1.85 -4.35  0.331
H17 -0.83 -0.77 -3.23  0.373
O2 -0.20 -1.26 -3.77  -0.703
H18 -2.31 2.18 1.50  0.306
H19 -2.64 3.10 2.70  0.297
O3 -2.12 2.33 2.44  -0.607
H20 0.63 -2.55 -2.81  0.389
H21 0.64 -4.02 -2.25  0.307
O4 1.21 -3.28 -2.48  -0.674
H22 4.85 0.40 -0.30  0.294
H23 4.62 1.88 -0.03  0.364
O5 4.90 1.26 -0.72  -0.633
H24 -2.62 -0.76 1.36  0.328
H25 -3.85 -0.53 0.44  0.251
O6 -2.89 -0.46 0.46  -0.501
H26 0.65 2.02 3.51  0.273
H27 0.11 2.09 2.11  0.294
O7 0.83 1.70 2.62  -0.590
H28 2.24 2.48 1.35  0.280
H29 3.36 1.57 1.83  0.303
O8 3.14 2.19 1.13  -0.649
H30 -2.33 0.46 3.33  0.336
H31 -3.67 0.55 2.88  0.342
O9 -3.07 -0.15 3.16  -0.691
H32 -2.97 -1.35 -1.97  0.271
H33 -3.45 -0.21 -2.78  0.381
O10 -2.81 -0.95 -2.84  -0.659


Computed, not measured: C5H14F9FeN4O14S3 as an isolated structure, with ωB97M-V with the def2-TZVPD basis set.

Output
- max |F| (Eh/bohr) = 0.1213
- ⟨S²⟩ = 8.78
- relative energy (zero: lowest compared OMol25 entry of this formula, charge and spin) (kJ/mol) = 1137.0
- multiplicity = 6
- DFT total energy (Eh) = -4828.117189
- HOMO-LUMO gap (spin up / spin down) (eV) = 5.0 / 2.6

Each line ends with the Mulliken charge.
Positions of all 50 atoms, in Å:
Fe1 -0.33 0.44 -0.86  1.607
C1 2.22 -3.62 -3.81  0.551
F1 3.32 -2.87 -3.60  -0.225
F2 2.58 -4.57 -4.69  -0.218
F3 1.79 -4.17 -2.68  -0.229
S1 0.73 -2.55 -4.42  1.065
O1 -0.33 -3.53 -4.70  -0.657
O2 0.52 -1.55 -3.39  -0.598
O3 1.26 -1.96 -5.69  -0.679
C2 5.63 -0.27 0.21  0.620
F4 5.33 -0.21 1.57  -0.210
F5 6.85 0.22 0.05  -0.180
F6 5.49 -1.51 -0.09  -0.165
S2 4.43 0.84 -0.91  1.142
O4 4.88 0.71 -2.33  -0.336
O5 3.06 0.36 -0.73  -0.403
O6 4.62 2.20 -0.44  -0.478
C3 -3.28 3.23 2.92  0.603
F7 -3.20 3.79 1.75  -0.231
F8 -2.27 3.45 3.75  -0.207
F9 -4.43 3.67 3.44  -0.223
S3 -3.34 1.36 2.54  1.136
O7 -2.89 0.67 3.75  -0.646
O8 -4.71 0.98 2.18  -0.638
O9 -2.40 1.14 1.42  -0.547
O10 -2.10 1.86 -2.58  -0.487
H1 -1.79 2.38 -3.32  0.269
H2 -3.06 1.92 -2.63  0.268
O11 0.33 3.34 -0.31  -0.497
H3 1.02 3.45 0.33  0.290
H4 0.00 4.23 -0.46  0.250
O12 0.23 -2.02 0.69  -0.462
H5 -0.16 -2.89 0.68  0.257
H6 0.94 -2.07 1.33  0.255
C4 2.00 1.77 3.95  0.667
O13 1.49 1.45 2.87  -0.610
N1 2.28 3.01 4.30  -0.411
N2 2.24 0.90 4.86  -0.410
H7 2.77 3.08 5.18  0.165
H8 2.15 3.74 3.62  0.211
H9 2.40 1.09 5.84  0.174
H10 2.10 -0.05 4.56  0.220
C5 -4.26 -2.47 -1.66  0.611
O14 -3.17 -1.96 -1.54  -0.633
N3 -5.37 -2.24 -0.96  -0.352
N4 -4.63 -3.21 -2.65  -0.376
H11 -6.16 -2.84 -1.14  0.137
H12 -5.34 -1.62 -0.17  0.216
H13 -5.46 -3.79 -2.62  0.159
H14 -3.97 -3.33 -3.40  0.236


Computed, not measured: C33H28MnN5O6P2SSe2 as an isolated structure, with ωB97M-V with the def2-TZVPD basis set.

Output
- max |F| (Eh/bohr) = 0.0195
- ⟨S²⟩ = 8.76
- relative energy (zero: lowest compared OMol25 entry of this formula, charge and spin) (kJ/mol) = 53.1
- total charge = -1
- multiplicity = 6
- DFT total energy (Eh) = -9034.551158
- HOMO-LUMO gap (spin up / spin down) (eV) = 7.4 / 7.8

Each line ends with the Mulliken charge.
Positions of all 78 atoms, in Å:
Mn1 -0.15 -0.06 -0.02  0.506
O1 -1.45 2.16 -2.48  -0.736
S1 -0.24 1.83 -1.76  1.560
O2 0.94 2.62 -2.09  -0.673
O3 -0.50 1.89 -0.24  -0.688
O4 0.08 0.33 -1.95  -0.680
Se1 3.21 -5.42 3.41  -0.419
P1 1.65 -4.24 4.19  0.496
C1 2.23 -3.28 5.63  0.224
C2 1.57 -3.21 6.85  0.116
C3 2.10 -2.47 7.91  -0.900
C4 3.30 -1.80 7.75  -0.672
C5 3.99 -1.88 6.54  -0.414
C6 3.46 -2.62 5.50  -0.398
C7 0.23 -5.19 4.82  0.417
C8 -0.95 -4.56 5.23  -0.169
C9 -2.00 -5.30 5.73  -0.742
C10 -1.90 -6.69 5.81  -0.524
C11 -0.74 -7.32 5.39  -0.557
C12 0.32 -6.57 4.89  -0.837
C13 0.86 -3.09 3.01  1.320
C14 1.23 -1.97 2.27  -0.997
N1 0.17 -1.64 1.52  0.549
N2 -0.80 -2.51 1.74  -0.750
N3 -0.41 -3.41 2.63  -0.493
P2 2.68 -0.91 2.15  0.243
Se2 2.51 0.55 0.64  -0.483
C15 4.10 -2.00 1.87  0.723
C16 4.08 -2.77 0.70  -0.506
C17 5.14 -3.60 0.40  -0.685
C18 6.25 -3.66 1.24  -0.528
C19 6.28 -2.89 2.39  -0.751
C20 5.21 -2.06 2.70  0.270
C21 2.86 -0.14 3.77  0.429
C22 1.86 -0.29 4.73  -0.109
C23 1.96 0.38 5.95  -0.661
C24 3.05 1.19 6.21  -0.445
C25 4.04 1.36 5.25  -0.925
C26 3.94 0.71 4.03  -0.194
H1 0.64 -3.74 7.00  0.428
H2 1.57 -2.43 8.85  0.407
H3 3.71 -1.22 8.58  0.413
H4 4.93 -1.36 6.41  0.457
H5 4.01 -2.72 4.58  0.366
H6 -1.05 -3.48 5.13  0.414
H7 -2.92 -4.80 6.04  0.410
H8 -2.73 -7.27 6.20  0.370
H9 -0.66 -8.40 5.44  0.382
H10 1.23 -7.05 4.55  0.292
H11 3.23 -2.71 0.04  0.392
H12 5.11 -4.20 -0.50  0.377
H13 7.08 -4.32 1.00  0.363
H14 7.14 -2.94 3.05  0.398
H15 5.25 -1.47 3.61  0.217
H16 1.02 -0.93 4.53  0.417
H17 1.18 0.25 6.69  0.395
H18 3.13 1.71 7.16  0.436
H19 4.88 2.01 5.44  0.404
H20 4.69 0.89 3.26  0.500
O5 -3.32 -4.53 -4.82  -0.526
C27 -3.30 -5.17 -3.54  -0.554
N4 -3.06 -4.14 -2.56  -0.086
C28 -4.01 -3.78 -1.65  0.503
O6 -5.06 -4.38 -1.50  -0.696
C29 -3.68 -2.60 -0.77  0.531
C30 -4.52 -2.34 0.29  -0.241
C31 -4.26 -1.27 1.12  -0.826
C32 -3.13 -0.51 0.87  -0.230
N5 -2.31 -0.76 -0.14  -0.038
C33 -2.59 -1.77 -0.95  -0.567
H21 -3.68 -5.15 -5.46  0.297
H22 -2.50 -5.90 -3.50  0.314
H23 -4.25 -5.63 -3.30  0.431
H24 -2.27 -3.54 -2.71  0.225
H25 -5.37 -2.99 0.44  0.460
H26 -4.90 -1.04 1.96  0.433
H27 -2.86 0.33 1.50  0.429
H28 -1.88 -1.88 -1.77  0.384


Computed, not measured: an isolated ion of composition C7H9O3S and charge -1, with ωB97M-V with the def2-TZVPD basis set.

Output
- max |F| (Eh/bohr) = 0.0702
- relative energy (zero: lowest compared OMol25 entry of this formula, charge and spin) (kJ/mol) = 56.4
- total charge = -1
- multiplicity = 1
- DFT total energy (Eh) = -896.055562
- HOMO-LUMO gap (eV) = 7.7
- structure (SMILES) = CC[C@@]1(OC)SC([O-])=CC1=O

Each line ends with the Mulliken charge.
Positions of all 20 atoms, in Å:
C1 2.03 -0.94 0.68  -0.985
C2 0.70 -1.27 0.59  0.411
C3 2.62 0.25 0.32  0.547
C4 -0.14 -0.07 0.03  0.637
C5 -2.05 1.46 0.73  -1.175
C6 -0.13 -0.73 -2.24  -0.678
C7 -1.03 0.41 1.15  -0.685
O1 -0.01 -2.26 0.78  -0.740
O2 3.77 0.64 0.31  -0.688
O3 -0.85 -0.25 -1.14  -0.422
S1 1.27 1.48 -0.25  -0.288
H1 2.65 -1.68 0.99  0.506
H2 -1.75 2.21 -0.12  0.219
H3 -2.30 2.10 1.56  0.418
H4 -3.04 1.05 0.71  0.349
H5 0.95 -0.49 -2.15  0.305
H6 -0.62 -0.34 -3.14  0.261
H7 -0.34 -1.84 -2.25  0.230
H8 -1.42 -0.50 1.54  0.463
H9 -0.30 0.77 1.89  0.315


Computed, not measured: a 2-piece molecular cluster, C4H11NO overall, with ωB97M-V with the def2-TZVPD basis set.

Output
- max |F| (Eh/bohr) = 0.0593
- relative energy (zero: lowest compared OMol25 entry of this formula, charge and spin) (kJ/mol) = 191.8
- multiplicity = 1
- DFT total energy (Eh) = -288.943967
- HOMO-LUMO gap (eV) = 8.5
- structure (SMILES) = CC/C=C/N.O

Each line ends with the Mulliken charge.
Positions of all 17 atoms, in Å:
C1 1.12 -0.65 2.26  -1.282
C2 2.26 -0.56 1.32  -0.075
C3 1.76 0.00 -0.08  -0.464
C4 0.59 0.62 -0.31  0.099
N1 0.19 1.12 -1.50  -0.450
H1 0.67 0.29 2.36  0.331
H2 1.31 -1.13 3.27  0.308
H3 0.26 -1.21 1.83  0.325
H4 3.10 -0.02 1.78  0.261
H5 2.58 -1.64 1.29  0.201
H6 2.36 -0.24 -1.01  0.144
H7 -0.21 0.79 0.44  0.222
H8 -0.42 1.88 -1.65  0.202
H9 0.79 1.01 -2.33  0.178
H10 -4.56 0.44 -1.14  0.316
H11 -3.85 -0.78 -1.18  0.320
O1 -4.72 -0.47 -1.53  -0.638